Entry 1:
A molecular structure, C10H30Fe2N2O16 at a distorted geometry, computed with the ωB97M-V functional and the def2-TZVPD basis.

Geometry (Å):
Fe (0.27, -2.51, 2.24)
Fe (0.39, 1.08, -3.09)
N (-1.50, -3.91, -0.02)
O (-1.75, -2.96, -0.81)
O (-2.20, -4.88, 0.06)
O (-0.54, -3.76, 0.65)
N (0.70, 0.10, 0.28)
O (0.48, -1.02, 0.73)
O (1.35, 0.96, 0.96)
O (0.38, 0.31, -0.87)
C (0.93, -0.43, -5.45)
C (0.02, -1.34, -4.66)
O (0.03, -1.06, -3.26)
O (0.47, 0.89, -5.06)
H (0.75, -0.55, -6.52)
H (1.95, -0.63, -5.13)
H (0.12, -2.37, -5.00)
H (-1.00, -1.10, -4.97)
H (-0.38, -1.83, -2.87)
H (0.96, 1.54, -5.58)
C (2.50, -1.73, 4.06)
C (3.12, -1.93, 2.73)
O (2.39, -2.98, 2.05)
O (1.13, -1.40, 3.78)
H (2.92, -0.88, 4.59)
H (2.68, -2.58, 4.72)
H (4.17, -2.19, 2.67)
H (3.04, -0.98, 2.20)
H (2.94, -3.70, 1.73)
H (0.72, -1.27, 4.64)
C (-3.04, -0.03, 3.50)
C (-1.86, -0.54, 2.59)
O (-1.54, -1.88, 2.94)
O (-2.68, 0.11, 4.87)
H (-3.97, -0.58, 3.33)
H (-3.40, 0.96, 3.23)
H (-0.97, 0.02, 2.88)
H (-1.95, -0.54, 1.51)
H (-2.33, -2.32, 3.26)
H (-2.97, 0.98, 5.13)
C (-2.27, 2.90, 0.57)
C (-3.61, 2.20, 0.30)
O (-3.56, 1.37, -0.88)
O (-1.45, 2.15, 1.43)
H (-2.43, 3.86, 1.05)
H (-1.59, 3.21, -0.23)
H (-4.49, 2.85, 0.26)
H (-3.94, 1.60, 1.14)
H (-4.28, 0.73, -0.93)
H (-0.73, 2.69, 1.77)
C (3.24, 1.79, -2.28)
C (2.45, 3.11, -2.28)
O (1.07, 2.94, -2.05)
O (2.59, 0.70, -2.87)
H (3.47, 1.46, -1.27)
H (4.19, 2.18, -2.63)
H (2.43, 3.70, -3.19)
H (2.71, 3.79, -1.47)
H (0.72, 3.75, -1.67)
H (3.18, -0.05, -2.80)

Its relative energy (zero: lowest compared OMol25 entry of this formula, charge and spin) is 0.000 eV. The charge is +2. As for the expectation value of S²: 20.01. Its spin multiplicity is 9.


Entry 2:
5 unconnected molecules or ions with the total composition C10H30IN2O4 at a distorted geometry, computed with the ωB97M-V functional and the def2-TZVPD basis.

Geometry (Å):
I (0.64, 1.91, -3.15)
C (-0.97, 0.79, 3.73)
C (-1.17, 2.32, 3.61)
C (0.17, 3.11, 3.73)
O (-0.03, 4.46, 3.30)
C (1.12, 5.24, 3.31)
N (-1.80, 2.61, 2.28)
H (-0.90, 0.56, 4.80)
H (-0.03, 0.44, 3.30)
H (-1.75, 0.15, 3.31)
H (-1.80, 2.55, 4.47)
H (0.85, 2.62, 3.04)
H (0.60, 3.05, 4.73)
H (1.57, 5.03, 4.28)
H (0.84, 6.27, 3.10)
H (1.74, 4.95, 2.46)
H (-2.24, 1.71, 2.19)
H (-0.97, 2.45, 1.73)
C (2.91, -4.56, -0.12)
C (1.70, -5.30, -0.46)
C (0.63, -5.42, 0.64)
O (-0.35, -6.41, 0.33)
C (-1.19, -6.64, 1.49)
N (1.18, -4.73, -1.69)
H (3.75, -4.72, -0.79)
H (3.16, -4.99, 0.85)
H (2.85, -3.50, 0.11)
H (1.94, -6.34, -0.70)
H (0.10, -4.47, 0.55)
H (1.01, -5.56, 1.65)
H (-1.90, -7.41, 1.19)
H (-1.79, -5.77, 1.77)
H (-0.62, -6.84, 2.40)
H (1.24, -3.74, -1.55)
H (1.95, -4.72, -2.35)
C (-3.84, -1.18, -7.66)
O (-2.90, -1.82, -6.82)
H (-4.34, -1.95, -8.25)
H (-4.63, -0.79, -7.03)
H (-3.38, -0.45, -8.33)
H (-2.30, -1.23, -6.36)
C (1.62, 8.38, -2.25)
O (0.55, 7.64, -1.76)
H (1.72, 9.41, -1.89)
H (2.50, 7.76, -2.05)
H (1.63, 8.39, -3.34)
H (0.92, 6.75, -1.78)

Its relative energy (zero: lowest compared OMol25 entry of this formula, charge and spin) is 2.712 eV. The charge is -1.


Entry 3:
A molecular structure, C10H30O2P2SiW at a distorted geometry, computed with the ωB97M-V functional and the def2-TZVPD basis.

Geometry (Å):
W (0.24, 0.10, 0.67)
Si (-0.26, -2.23, 0.23)
P (2.62, -0.17, 0.90)
P (-2.46, 0.11, 0.93)
H (1.15, -1.30, 0.27)
C (3.64, 1.33, 1.04)
H (4.70, 1.04, 1.03)
H (3.38, 1.84, 1.98)
H (3.42, 1.99, 0.18)
C (3.36, -1.08, -0.52)
H (4.42, -1.26, -0.32)
H (3.23, -0.48, -1.43)
H (2.85, -2.03, -0.66)
C (2.97, -1.23, 2.37)
H (4.05, -1.44, 2.40)
H (2.42, -2.18, 2.29)
H (2.66, -0.69, 3.27)
C (-3.20, 1.78, 1.21)
H (-4.28, 1.72, 1.44)
H (-3.02, 2.39, 0.31)
H (-2.66, 2.24, 2.06)
C (-3.43, -0.42, -0.56)
H (-4.52, -0.32, -0.38)
H (-3.20, -1.47, -0.80)
H (-3.15, 0.23, -1.41)
C (-3.16, -0.87, 2.35)
H (-4.26, -0.81, 2.38)
H (-2.73, -0.45, 3.27)
H (-2.84, -1.91, 2.24)
C (-0.28, -2.63, -1.59)
H (0.61, -2.28, -2.12)
H (-1.19, -2.22, -2.03)
H (-0.30, -3.72, -1.58)
H (0.81, -3.18, 0.76)
H (-1.53, -2.73, 0.86)
C (-0.41, 2.30, -1.89)
O (-0.87, 2.05, -0.72)
C (0.89, 3.07, -1.98)
H (1.50, 2.69, -2.83)
H (1.47, 2.90, -1.06)
H (0.73, 4.15, -2.08)
C (-0.78, 1.34, -3.00)
H (-1.79, 1.49, -3.39)
H (-0.74, 0.30, -2.62)
H (-0.05, 1.42, -3.83)
O (-0.02, 0.65, 2.32)

Its relative energy (zero: lowest compared OMol25 entry of this formula, charge and spin) is 1.579 eV. The charge is +2.